(1)
8 unconnected molecules or ions with the total composition C13H26Cl6O20S5 at a distorted geometry. Source: the Open Molecules 2025 dataset; level of theory: ωB97M-V with the def2-TZVPD basis set.

Summary:
Multiplicity = 2
E_HOMO (spin up / spin down) = -0.302 / -8.792 eV
Gap between HOMO and LUMO (spin up / spin down) = 2.36 / 10.85 eV
Charge = -1

Last column: natural (NBO) charge in e.
Positions of all 70 atoms, in Å:
1 O -0.11061 4.22931 1.01882  -0.69
2 O -0.80298 4.60281 -1.35246  -0.86
3 Cl 0.16271 -4.26223 1.47905  -0.26
4 S -4.75930 3.83379 -2.05072  2.47
5 C 3.15052 -3.20231 -3.90569  -0.10
6 C -3.04840 -3.51419 3.23302  -0.12
7 H -2.64737 -4.35102 3.80486  0.20
8 H -4.26008 1.20350 -3.48670  0.18
9 H 1.13405 4.06474 2.67491  0.20
10 Cl 2.40079 0.49098 -3.75052  -0.07
11 O 3.25155 2.71281 3.10651  -0.70
12 Cl -1.02879 -5.63516 -0.73423  -0.03
13 O -4.64592 2.38667 -1.18422  -0.68
14 C -3.51719 1.88477 -3.07186  -0.09
15 O -4.18313 -2.88181 3.81749  -0.70
16 S -5.63942 -3.28997 3.15342  2.52
17 H -3.63545 0.58276 -1.27745  0.22
18 H 4.42311 1.20426 4.83669  0.18
19 Cl 0.26352 0.63129 0.91333  -0.12
20 C 1.10540 3.94540 1.59184  -0.10
21 O -6.61987 -2.24861 3.03237  -0.85
22 S 4.76357 2.61579 2.36374  2.44
23 O -4.81026 -3.46156 1.69452  -0.72
24 H -2.96136 -3.22976 0.94513  0.22
25 H -2.62932 2.04129 -1.02129  0.20
26 H 3.98176 -3.73042 -4.37286  0.20
27 C 2.84818 -3.84850 -2.58705  -0.19
28 H -2.58145 1.66040 -3.58386  0.21
29 H 0.98337 1.49205 -2.08935  0.22
30 H 2.08059 5.95889 1.53733  0.18
31 H 1.95828 1.68162 4.26181  0.21
32 H 0.59535 -1.63066 0.55475  0.20
33 H 3.08933 -4.90669 -2.68797  0.18
34 C 0.19208 -0.86454 -0.10747  -0.48
35 O -0.46922 6.61965 0.11546  -0.87
36 O -6.16195 4.16523 -2.32000  -0.86
37 C -3.51669 1.64070 -1.51141  -0.10
38 O 4.74654 2.69354 0.91100  -0.86
39 S -0.12730 5.23587 -0.21302  2.48
40 C 2.10017 4.99906 1.02115  -0.10
41 H 1.42111 2.70465 -3.33103  0.23
42 H 3.10560 4.58141 0.96850  0.22
43 C 0.38183 -5.45344 0.24699  -0.52
44 Cl -1.42568 -1.25915 -0.65088  -0.05
45 O -3.92661 4.88225 -1.50207  -0.87
46 O 1.93093 -3.23755 -4.60384  -0.68
47 O -6.02739 -4.55962 3.61127  -0.90
48 O 1.55944 5.14127 -0.26942  -0.69
49 H 1.13582 -5.02125 -0.41089  0.22
50 H 3.47211 -3.42388 -1.80060  0.20
51 C 1.78038 1.86918 -2.73017  -0.38
52 C -3.39899 -3.82095 1.74954  -0.09
53 H 1.51969 2.98709 1.27864  0.21
54 H 2.18317 0.96538 2.72569  0.21
55 S 0.58786 -3.25473 -3.57369  2.48
56 O -3.99051 3.17378 -3.31212  -0.68
57 O -0.23955 -4.40360 -3.81474  -0.87
58 C 2.72624 1.48855 3.51275  -0.15
59 C 3.95586 0.78510 3.94557  -0.17
60 H 3.94600 -0.28850 4.13374  0.22
61 O 5.64292 3.57200 3.08104  -0.87
62 O 4.85398 1.06783 2.89650  -0.69
63 O 1.51983 -3.48769 -2.27737  -0.70
64 H -3.35133 -4.87403 1.47231  0.20
65 H 3.38440 -2.16160 -3.68144  0.19
66 H 0.61569 -6.45262 0.61448  0.22
67 H -2.28519 -2.74200 3.13639  0.21
68 Cl 3.05176 2.41845 -1.65729  -0.01
69 H 0.85171 -0.77640 -0.97073  0.22
70 O -0.05591 -1.93971 -3.54620  -0.87

---

(2)
2 unconnected molecules or ions with the total composition C13H26FN2OSi at a distorted geometry. Source: the Open Molecules 2025 dataset; level of theory: ωB97M-V with the def2-TZVPD basis set.

Summary:
Multiplicity = 1
E_HOMO = -11.137 eV
Gap between HOMO and LUMO = 8.70 eV
Charge = +1

Last column: natural (NBO) charge in e.
Positions of all 44 atoms, in Å:
1 H -3.94875 1.15702 2.76454  0.23
2 H -4.26036 -1.93500 0.97988  0.24
3 H -1.58885 0.50421 -0.11593  0.24
4 C 2.04382 0.33004 -2.73953  -0.29
5 H 1.52165 0.45985 2.00077  0.19
6 H -3.23653 0.48535 -0.72728  0.22
7 C -4.43378 -0.89210 1.24974  -0.40
8 H -5.06776 -0.38916 0.51554  0.23
9 C -0.69851 -0.54778 2.40859  -0.09
10 H -2.23323 -2.00585 1.97500  0.23
11 H 5.42939 2.16532 -2.72475  0.26
12 C 1.10139 0.15981 1.03596  -0.26
13 H -1.50041 2.16003 1.20397  0.22
14 H 1.83998 -2.12993 -2.53304  0.24
15 Si 6.85582 -0.69307 -2.47085  1.45
16 H -4.88786 -0.84242 2.24651  0.23
17 O -0.01593 -0.70952 1.17203  -0.56
18 H 2.57764 2.79175 -2.88585  0.25
19 H 7.04972 -2.16468 -2.41725  -0.18
20 H -1.77529 2.08292 2.96317  0.22
21 H 1.87417 -0.35330 0.45655  0.22
22 N -3.07156 -0.15167 1.30442  -0.22
23 H 7.41694 -0.12271 -3.70611  -0.20
24 H -1.61646 -2.08514 -0.20658  0.24
25 C -2.27823 -1.43900 -0.78551  -0.64
26 H -2.62542 3.25440 1.99679  0.26
27 C 4.93389 -0.27501 -2.53988  -0.24
28 C -3.41855 1.27163 1.81084  -0.20
29 C -2.50824 -0.08010 -0.13448  -0.21
30 C -2.25115 2.22367 1.99081  -0.64
31 F 7.68070 0.05915 -1.10102  -0.64
32 H -4.11821 1.69375 1.08011  0.22
33 C 2.98540 1.70035 -2.78711  -0.19
34 H -1.81412 -1.29203 -1.76762  0.25
35 C 4.60921 1.31089 -2.67349  -0.24
36 H -2.66228 -0.87914 3.27941  0.23
37 H -0.21670 -1.21287 3.13349  0.21
38 C 2.58218 -1.19538 -2.55661  -0.01
39 H -0.58789 0.46342 2.79558  0.19
40 N 4.04759 -1.46705 -2.45927  -0.43
41 H -3.21549 -1.97323 -0.95616  0.22
42 H 0.86928 0.47553 -2.84733  0.22
43 C -2.17879 -0.95800 2.29762  -0.23
44 H 0.79164 1.04509 0.47435  0.17

---

(3)
C13H26N2O2 in the gas phase. Source: the Open Molecules 2025 dataset; level of theory: ωB97M-V with the def2-TZVPD basis set.

Summary:
Multiplicity = 1
E_HOMO = -8.560 eV
Energy above the lowest of the compared OMol25 structures with the same formula, charge and spin = 40.51 kcal per mole
Gap between HOMO and LUMO = 9.28 eV
SMILES string = CCC(CC)C(=O)NCCCN1CCOCC1

Last column: natural (NBO) charge in e.
Positions of all 43 atoms, in Å:
1 H 3.75637 -3.00358 -0.80084  0.20
2 N 1.38604 1.12521 -0.08675  -0.63
3 H 5.46235 0.99432 0.27853  0.21
4 C 3.13145 -0.49412 0.38055  -0.31
5 H -4.49673 -2.26287 1.26225  0.19
6 H -0.84125 0.83163 1.41308  0.21
7 H -0.91401 -0.11591 -0.87477  0.19
8 H 4.64376 -0.92115 -1.08650  0.21
9 H 1.33914 0.67422 -0.98444  0.39
10 H 0.28384 2.79247 -0.64265  0.19
11 C -3.95406 1.14290 -0.26800  -0.25
12 H -1.62255 1.38635 -1.49573  0.19
13 H -4.41460 -2.02678 -0.51084  0.16
14 H -3.90755 1.64537 0.71319  0.17
15 C 4.80078 1.15351 -0.56950  -0.61
16 C -0.97357 1.49941 0.56060  -0.43
17 C 0.38287 2.11933 0.21415  -0.22
18 N -2.89322 0.16812 -0.43845  -0.45
19 H 1.69527 -1.61130 -0.79873  0.19
20 C -4.35400 -1.52793 0.46830  -0.07
21 O 2.28026 1.09467 1.97965  -0.63
22 H 5.40666 1.40320 -1.43779  0.21
23 O -5.40539 -0.59967 0.59553  -0.52
24 H 3.65697 -3.16303 0.95405  0.21
25 H 0.75203 2.68245 1.07487  0.24
26 C 2.23704 0.65024 0.85197  0.69
27 H 1.54407 -1.82735 0.94738  0.21
28 H 3.32705 0.07106 -1.70416  0.19
29 H -5.38240 -0.02610 -1.38281  0.16
30 C -5.29422 0.41233 -0.37724  -0.07
31 H -6.12582 1.09722 -0.20315  0.19
32 C -2.99075 -0.84483 0.59609  -0.25
33 C 2.26207 -1.73630 0.12813  -0.38
34 H -2.90459 -0.41623 1.60875  0.17
35 H -2.19633 -1.58002 0.45253  0.20
36 H -3.87923 1.89421 -1.05668  0.20
37 H -1.65214 2.30191 0.85298  0.21
38 H 3.80613 -0.70833 1.21562  0.22
39 C 3.07537 -3.02318 0.04606  -0.60
40 H 2.41325 -3.87808 -0.07163  0.21
41 C 3.97213 -0.09747 -0.83766  -0.39
42 C -1.57012 0.72397 -0.62498  -0.20
43 H 4.15764 2.00015 -0.34096  0.21

---

(4)
3 unconnected molecules or ions with the total composition C13H27BO7 at a distorted geometry. Source: the Open Molecules 2025 dataset; level of theory: ωB97M-V with the def2-TZVPD basis set.

Summary:
Multiplicity = 1
E_HOMO = -10.041 eV
Energy above the lowest of the compared OMol25 structures with the same formula, charge and spin = 0.00 kcal per mole
Gap between HOMO and LUMO = 10.62 eV
SMILES string = CCC(=O)OCCBO.CCOC(C)=O.CCOC(C)=O

Last column: natural (NBO) charge in e.
Positions of all 48 atoms, in Å:
1 H -0.56328 2.33642 2.04160  0.23
2 C -3.97999 2.77045 0.37136  0.80
3 H 1.00088 -2.25456 0.16529  0.21
4 H -4.34254 4.79027 -1.98571  0.21
5 C -3.40085 2.83781 -2.01053  -0.07
6 O -3.05982 2.75145 -0.62055  -0.51
7 C 2.31096 -3.71667 -0.69574  -0.07
8 H -6.03782 2.70544 0.83477  0.25
9 C 2.43202 -5.43312 1.04688  0.80
10 O 1.96424 2.11833 -0.07574  -0.53
11 C 2.92208 1.26007 -0.50359  0.81
12 H -2.57676 2.33778 -2.51702  0.20
13 H -1.02020 -0.28429 2.29362  0.49
14 H 1.63238 0.92120 1.58054  0.17
15 H -4.30341 2.26276 -2.21919  0.17
16 B -0.84710 0.70714 0.58136  0.84
17 H 1.75180 2.64558 1.92310  0.18
18 C -0.15942 2.04389 1.06662  -0.81
19 H 0.17090 -3.73447 -0.30654  0.21
20 H 4.48427 -1.15825 1.36811  0.23
21 O -1.45118 -0.16325 1.44332  -0.89
22 H 2.91087 -1.14679 0.56676  0.21
23 H 0.69038 -2.58136 -1.54228  0.23
24 C 1.35875 1.91139 1.21422  -0.05
25 H 3.10304 -0.40231 2.14406  0.20
26 H -0.83296 0.40701 -0.58104  -0.12
27 H 2.32722 -4.50874 -1.44380  0.18
28 C -5.41109 3.12779 0.05487  -0.74
29 O 2.75948 -4.20961 0.57514  -0.51
30 H -3.70003 4.29744 -3.55545  0.22
31 H 0.39977 -5.94360 0.70681  0.24
32 H 1.38061 -6.13139 -0.74921  0.22
33 C 0.96085 -3.03914 -0.59041  -0.64
34 H 1.53661 -7.28916 0.58409  0.25
35 H -5.75512 2.77734 -0.91407  0.22
36 H 3.07027 -2.99033 -0.98362  0.20
37 H -0.36686 2.83962 0.34746  0.25
38 C 3.59291 -0.55996 1.18268  -0.60
39 C -3.52099 4.27152 -2.48007  -0.64
40 C 3.95304 0.77360 0.50253  -0.53
41 O 2.95460 -5.81264 2.05837  -0.57
42 O 2.97101 0.96529 -1.66181  -0.56
43 O -3.60090 2.54141 1.48666  -0.57
44 H -2.59916 4.81310 -2.26914  0.22
45 H 4.16826 1.54224 1.24785  0.22
46 C 1.37830 -6.24499 0.33101  -0.74
47 H -5.50814 4.21376 0.08405  0.24
48 H 4.85215 0.63454 -0.09763  0.24

---

(5)
A molecular structure, C13H27CuN3O3Ta at a distorted geometry. Source: the Open Molecules 2025 dataset; level of theory: ωB97M-V with the def2-TZVPD basis set.

Summary:
Multiplicity = 1
E_HOMO = -15.842 eV
Gap between HOMO and LUMO = 6.98 eV
Charge = +2

Last column: natural (NBO) charge in e.
Positions of all 48 atoms, in Å:
1 H -1.91872 -3.76696 -2.26040  0.22
2 H 0.60544 4.56270 -2.57617  0.25
3 H -0.57478 -1.98840 -3.29476  0.24
4 H -0.00562 -4.17819 0.82115  0.27
5 C 1.86774 2.90861 -0.90982  -0.59
6 N -0.63247 -1.54651 -1.18700  -0.71
7 C -0.12013 -3.10014 0.61558  -0.65
8 C -1.72679 -3.71993 -1.18752  -0.63
9 H -0.79726 -0.27613 -2.88513  0.20
10 H -2.16606 0.78042 -0.74013  0.21
11 C -0.05471 1.17744 4.04731  -0.28
12 H -0.71721 0.43435 4.45514  0.23
13 H 2.30170 2.29564 -1.72645  0.14
14 H 0.54551 -3.44230 -2.75675  0.22
15 N 1.89901 -0.35120 0.00532  -1.05
16 H 2.11356 2.46234 0.06310  0.23
17 C -1.72589 1.68828 -1.20009  -0.44
18 H -1.61042 -4.74357 -0.80976  0.25
19 Cu 1.94627 0.15542 -1.90548  0.97
20 N -0.24433 1.70803 -0.99680  -0.72
21 H 1.63476 -2.94008 -1.43994  0.18
22 O -1.25566 -0.77529 2.43197  -0.52
23 C -0.55788 0.11636 1.95437  0.36
24 C 3.06722 -0.80011 0.13539  0.91
25 H -1.24564 4.14992 -0.07387  0.23
26 C 0.37076 3.03778 -1.08433  0.10
27 H 0.88372 -4.55801 -1.41854  0.26
28 H 0.98240 1.00196 4.35097  0.21
29 H -0.91589 -2.70836 1.26499  0.27
30 H 0.83910 -2.61376 0.87657  0.20
31 C -1.07065 -1.29519 -2.59517  -0.45
32 H -2.00243 1.71216 -2.26538  0.25
33 O 4.02957 -1.25861 0.60477  -0.31
34 H -2.20172 2.54667 -0.71061  0.27
35 H -2.16200 -1.41602 -2.70096  0.25
36 H 0.34848 4.89554 0.00774  0.25
37 O -0.05538 1.18152 2.60948  -0.50
38 H -2.58692 -3.25979 -0.69595  0.23
39 H -0.01072 3.47893 1.01548  0.23
40 C 0.72072 -3.49861 -1.68082  -0.61
41 H -1.02195 3.84943 -2.56963  0.23
42 Ta -0.04481 -0.01766 -0.14452  2.05
43 C -0.17924 3.93094 0.03119  -0.63
44 H -0.37008 2.17805 4.34205  0.22
45 C -0.44715 -2.96117 -0.85800  0.11
46 C 0.04249 3.62721 -2.45242  -0.62
47 H 2.31674 3.91270 -0.97424  0.28
48 H 0.33705 2.93272 -3.24413  0.21